The molecule C4H9NO3 at a distorted geometry. Source: OMol25; level of theory: wB97M-V/def2-TZVPD.

Output
* Kohn-Sham gap: 10.243 eV
* charge: 0
* LUMO: 0.59 eV
* DFT total energy: -11926.5316 eV
* energy above the lowest of the compared OMol25 structures with the same formula, charge and spin: 97.4 kJ/mol
* 2S+1: 1
* SMILES: N[C@H](CCO)C(=O)O

Cartesian coordinates (Å):
O (1.08264, 1.35212, 1.92762)
C (0.09538, 1.30824, 1.25150)
O (-0.84660, 2.28548, 1.28887)
C (-0.35906, 0.20213, 0.30166)
C (0.81657, -0.71113, -0.05398)
C (0.64882, -1.33157, -1.43578)
O (1.14290, -0.42969, -2.43587)
N (-1.49311, -0.52699, 0.80524)
H (-0.59944, 2.96089, 1.93694)
H (-0.58813, 0.77111, -0.60302)
H (1.73742, -0.12711, -0.08414)
H (0.99889, -1.38765, 0.76931)
H (1.24322, -2.22654, -1.57256)
H (-0.40720, -1.53980, -1.60617)
H (0.45600, 0.14342, -2.78128)
H (-2.39719, -0.21570, 0.47099)
H (-1.53112, -0.52721, 1.82067)